This record from the OMol25 dataset describes C23H16BrIN3O3SY as an isolated structure. The level of theory is the ωB97M-V functional and the def2-TZVPD basis.

Geometry as ORCA input:
```
! wB97M-V def2-TZVPD RIJCOSX def2/J DEFGRID3
* xyz 2 1
Y 0.2505 0.0551 0.2292
C -2.3866 -3.5773 -0.9512
C -3.3918 -3.0323 -1.7316
C -3.3912 -1.6694 -1.9928
C -2.3926 -0.8731 -1.4595
N -1.4135 -1.4082 -0.6971
C -1.4124 -2.7291 -0.4651
C -2.3314 0.5997 -1.6905
C -3.3547 1.3041 -2.3015
C -3.2227 2.6744 -2.4790
C -2.0744 3.3126 -2.0399
C -1.0994 2.5479 -1.4304
N -1.2201 1.2264 -1.2552
H -2.3480 -4.6335 -0.7287
H -4.1718 -3.6603 -2.1408
H -4.1637 -1.2450 -2.6151
H -0.6024 -3.1135 0.1462
H -4.2536 0.8066 -2.6308
H -4.0162 3.2363 -2.9528
H -1.9344 4.3769 -2.1589
H -0.1895 3.0076 -1.0590
Br 4.0557 2.5852 -0.2889
C 4.5739 0.7804 -0.2595
C 5.7113 0.4226 0.4534
C 6.1144 -0.9005 0.5058
C 5.3905 -1.8878 -0.1477
C 4.2597 -1.5490 -0.8710
C 3.8682 -0.2174 -0.9192
I 2.2039 0.2597 -2.1293
H 6.2746 1.1887 0.9676
H 7.0033 -1.1591 1.0646
H 5.7115 -2.9195 -0.1129
H 3.7112 -2.3063 -1.4158
O -0.5715 1.6080 1.7756
C 0.4084 1.3076 2.5075
N 1.5898 1.0429 1.8853
S 2.1583 -0.3243 2.5833
O 3.5620 -0.4758 2.6620
O 1.4312 -1.3332 1.7355
C 1.3153 -0.1263 4.1118
C 1.4806 -0.7863 5.3067
C 0.6292 -0.4081 6.3452
C -0.3451 0.5672 6.1647
C -0.5114 1.2100 4.9394
C 0.3485 0.8622 3.9176
H 2.2328 -1.5512 5.4413
H 0.7312 -0.8848 7.3105
H -0.9839 0.8343 6.9953
H -1.2667 1.9710 4.7991
*
```

LUMO energy in eV: -6.658
F_max in hartree/bohr: 0.007
Gap between HOMO and LUMO in eV: 7.53
HOMO energy in eV: -14.19
E in a.u.: -4583.90222
Relative energy (zero: lowest compared OMol25 entry of this formula, charge and spin) in kcal/mol: 13.9

Formally, the Mulliken partial charges of the atoms, in units of the elementary charge, are as follows: 1.30, -0.90, -0.42, -0.87, 0.89, -0.09, -0.01, 0.64, -0.76, -0.48, -0.90, -0.11, 0.04, 0.43, 0.47, 0.36, 0.52, 0.35, 0.47, 0.44, 0.52, -0.08, 0.11, -0.33, -0.61, -0.58, -0.49, 0.27, 0.18, 0.44, 0.43, 0.43, 0.45, -0.60, 0.72, -0.35, 1.34, -0.53, -0.66, 0.16, -0.65, -0.54, -0.52, -0.64, 0.33, 0.49, 0.43, 0.42, 0.52

This record from the OMol25 dataset describes C23H16BrN3O4ReSbSe4 as an isolated structure. The level of theory is the ωB97M-V functional and the def2-TZVPD basis.

Geometry as ORCA input:
```
! wB97M-V def2-TZVPD RIJCOSX def2/J DEFGRID3
* xyz -1 2
Re 2.0687 0.9034 -0.3498
Se 0.6465 -2.5524 0.6702
Sb 4.6720 -1.7112 0.3493
Se 4.4102 0.8880 -0.0935
Se 2.2000 -1.5212 -0.6970
Se 6.0084 -2.4764 -1.4740
C -1.8778 -5.4365 -0.0860
O -3.1666 -4.8368 -0.1888
C -3.4246 -3.7871 0.6284
C -2.5592 -3.3485 1.6263
C -2.8709 -2.2188 2.3661
C -4.0563 -1.5367 2.1324
C -4.9625 -2.0344 1.1996
C -4.6436 -3.1366 0.4330
N -4.4879 -0.3684 2.8479
N -3.7219 0.5607 3.1367
C -2.3583 0.6140 2.6691
C -1.3857 0.7608 3.6226
C -0.0188 0.8455 3.2989
C 0.3603 0.8212 1.9814
O 1.6163 0.9102 1.5624
C -0.6424 0.7422 0.9798
N -0.1670 0.7919 -0.2943
C -1.0189 0.7487 -1.2910
C -2.4073 0.6835 -1.0743
C -2.9017 0.6446 0.1976
C -2.0055 0.6517 1.2913
H -1.8294 -6.1730 -0.8834
H -1.7572 -5.9384 0.8777
H -1.0831 -4.6972 -0.2104
H -1.6183 -3.8467 1.8034
H -2.1668 -1.8741 3.1102
H -5.9096 -1.5250 1.0707
H -5.3201 -3.5114 -0.3237
H -1.6905 0.7844 4.6618
H 0.7329 0.9198 4.0722
H -0.5973 0.7690 -2.2872
H -3.0678 0.6679 -1.9299
H -3.9678 0.6097 0.3708
Br 2.0033 3.6909 -0.2705
C 3.3699 3.7565 -1.6021
C 4.4986 4.5062 -1.3348
C 5.5465 4.4834 -2.2434
C 5.4510 3.7188 -3.3948
C 4.2991 2.9933 -3.6554
C 3.2394 2.9998 -2.7600
C 2.0079 2.1944 -3.0889
O 1.3781 2.4162 -4.0931
O 1.6723 1.2484 -2.2322
H 4.5675 5.0754 -0.4185
H 6.4443 5.0506 -2.0362
H 6.2779 3.6804 -4.0910
H 4.2140 2.3992 -4.5557
*
```

LUMO energy (spin up / spin down) in eV: 1.407 / 1.556
F_max in hartree/bohr: 0.014
Gap between HOMO and LUMO (spin up / spin down) in eV: 5.52 / 5.71
HOMO energy (spin up / spin down) in eV: -4.11 / -4.15
E in a.u.: -13849.72526
Relative energy (zero: lowest compared OMol25 entry of this formula, charge and spin) in kcal/mol: 9.0

Formally, the Mulliken partial charges of the atoms, in units of the elementary charge, are as follows: 1.42, -0.43, 0.19, -0.25, -0.20, -0.65, -0.59, -0.48, 0.71, -0.52, -0.44, -0.19, -0.10, -0.69, -0.40, -0.64, -0.10, -0.39, -0.80, 1.00, -0.89, 0.25, -0.07, -0.17, -1.10, -0.59, 0.58, 0.24, 0.31, 0.15, 0.72, 0.41, 0.43, 0.42, 0.40, 0.49, 0.47, 0.42, 0.54, -0.08, 0.45, -0.70, -0.48, -0.61, -0.49, 0.78, 0.19, -0.61, -0.51, 0.40, 0.37, 0.38, 0.45

This record from the OMol25 dataset describes C23H16CaN7O2 as an isolated structure in a non-equilibrium geometry. The level of theory is the ωB97M-V functional and the def2-TZVPD basis.

Geometry as ORCA input:
```
! wB97M-V def2-TZVPD RIJCOSX def2/J DEFGRID3
* xyz -1 1
Ca 0.2269 0.0517 0.7578
O 0.0499 -1.4237 2.0841
C 0.9790 -1.9832 2.7843
C 0.7172 -2.3972 4.1174
C 1.6638 -3.0253 4.8925
C 2.9307 -3.3055 4.3735
C 3.2206 -2.9220 3.0821
C 2.2964 -2.2445 2.2761
C 2.7373 -1.7887 0.9712
N 2.1099 -0.8997 0.2963
N 2.6598 -0.4522 -0.8867
C 1.8287 0.3351 -1.5391
O 0.6204 0.6060 -1.2194
C 2.3801 0.9382 -2.7919
C 3.7460 1.1416 -2.9655
C 4.2260 1.7101 -4.1350
C 3.3475 2.0730 -5.1470
C 1.9834 1.8818 -4.9765
C 1.5041 1.3237 -3.8019
H -0.2743 -2.1877 4.5010
H 1.4209 -3.3106 5.9099
H 3.6763 -3.8007 4.9831
H 4.2047 -3.1295 2.6729
H 3.6811 -2.1831 0.5844
H 4.4183 0.8508 -2.1697
H 5.2892 1.8745 -4.2633
H 3.7241 2.5053 -6.0666
H 1.2947 2.1729 -5.7607
H 0.4428 1.1812 -3.6425
N -2.5421 5.3016 2.2446
C -1.5380 4.7268 2.3600
N -0.3841 4.1477 2.5177
C 0.0268 3.0025 2.1565
N 0.4391 1.9514 1.8355
N -3.4673 1.6780 -0.3669
C -2.1907 1.2707 -0.1377
N -2.0737 -0.0217 -0.0476
C -3.3476 -0.5250 -0.2340
C -3.8075 -1.8387 -0.2564
C -5.1547 -2.0444 -0.4809
C -6.0388 -0.9746 -0.6754
C -5.6018 0.3363 -0.6565
C -4.2457 0.5416 -0.4367
H -3.7782 2.6307 -0.4348
H -1.3581 1.9550 -0.0646
H -3.1227 -2.6610 -0.0984
H -5.5464 -3.0533 -0.5055
H -7.0887 -1.1797 -0.8417
H -6.2854 1.1639 -0.7982
*
```

LUMO energy in eV: 2.612
F_max in hartree/bohr: 0.053
Gap between HOMO and LUMO in eV: 7.26
HOMO energy in eV: -4.65
E in a.u.: -2097.65866
Relative energy (zero: lowest compared OMol25 entry of this formula, charge and spin) in kcal/mol: 37.4

Formally, the Mulliken partial charges of the atoms, in units of the elementary charge, are as follows: 2.58, -0.99, 0.32, -0.58, -0.38, -0.61, -0.69, 0.84, -0.62, 0.00, -0.92, 0.49, -0.95, 0.31, -0.30, -0.60, -0.32, -0.55, -0.38, 0.39, 0.35, 0.36, 0.30, 0.33, 0.42, 0.36, 0.36, 0.37, 0.37, -0.60, 0.52, -0.75, 0.52, -0.79, 0.05, -0.57, -0.19, 0.19, -0.62, -0.49, -0.34, -1.03, 0.65, 0.22, 0.42, 0.45, 0.37, 0.36, 0.37

This record from the OMol25 dataset describes C23H16Cl3N7O4Ti as an isolated structure in a non-equilibrium geometry. The level of theory is the ωB97M-V functional and the def2-TZVPD basis.

Geometry as ORCA input:
```
! wB97M-V def2-TZVPD RIJCOSX def2/J DEFGRID3
* xyz 0 1
Ti -1.3491 -1.8915 0.6684
O 4.6393 -0.7131 0.0440
C 4.6773 -1.7118 0.8139
O 5.6168 -2.2389 1.4108
C 3.2889 -2.2683 0.9734
C 2.5981 -2.1766 2.1835
C 1.2337 -2.3455 2.2129
N 0.5367 -2.6185 1.0959
C 1.2198 -2.8705 -0.0430
C 2.5740 -2.7462 -0.1375
C 0.3447 -3.0930 -1.2474
O 0.7623 -3.4498 -2.3100
O -0.9386 -2.7467 -1.0027
H 3.1344 -1.9019 3.0820
H 0.6398 -2.1932 3.1047
H 3.0562 -2.8901 -1.0949
C -0.1215 2.1502 1.4726
C -0.8123 0.9554 1.4147
N -0.4761 0.0044 0.5281
C 0.5704 0.2083 -0.2895
C 1.3728 1.3347 -0.2304
C 0.9920 2.3244 0.6714
C 2.6308 1.4110 -1.0181
C 2.9442 2.3910 -1.8605
C 2.0889 3.5301 -2.2661
C 0.7195 3.4237 -2.4799
C 0.0449 4.5684 -2.8551
N 0.6542 5.7415 -3.0162
C 1.9687 5.7289 -2.8121
N 2.7204 4.6930 -2.4551
H -0.4283 2.9047 2.1827
H -1.6298 0.7221 2.0819
H 0.7970 -0.5653 -1.0109
H 1.5872 3.2263 0.7496
H 3.3592 0.6277 -0.7961
H 3.9415 2.4063 -2.2840
H 0.2030 2.4799 -2.3846
H -1.0240 4.5455 -3.0397
H 2.4866 6.6709 -2.9531
Cl -3.9544 -5.1268 3.4268
C -3.0564 -3.9041 2.6600
Cl -2.5027 -4.2602 1.0411
Cl -3.2683 -2.1810 4.6715
C -2.7012 -2.6916 3.1098
N -1.9721 -1.8147 2.3556
N -4.2806 -0.9033 0.6058
C -5.2135 -0.1981 -0.0357
C -4.7081 0.1077 -1.2872
C -3.4462 -0.4798 -1.3096
N -3.1883 -1.0940 -0.1541
H -4.2703 -1.2607 1.5495
H -6.1536 0.0366 0.4342
H -5.1932 0.6618 -2.0701
H -2.7148 -0.5189 -2.1011
*
```

LUMO energy in eV: -1.616
F_max in hartree/bohr: 0.039
Gap between HOMO and LUMO in eV: 6.70
HOMO energy in eV: -8.32
E in a.u.: -3800.44223
Relative energy (zero: lowest compared OMol25 entry of this formula, charge and spin) in kcal/mol: 17.8

Formally, the Mulliken partial charges of the atoms, in units of the elementary charge, are as follows: 0.03, -0.69, -0.04, -0.71, 0.89, -0.74, -0.18, 0.15, 0.17, -0.39, 0.49, -0.60, -0.67, 0.48, 0.48, 0.52, -1.09, -0.39, 0.82, -0.08, -0.46, 0.14, -0.91, -0.53, 0.52, -0.34, -0.33, -0.59, -0.10, -0.57, 0.43, 0.48, 0.77, 0.56, 0.67, 0.50, 0.50, 0.40, 0.42, -0.15, 0.46, -0.16, -0.17, -0.12, -0.35, -0.14, -0.16, -0.92, -0.44, 0.65, 0.07, 0.46, 0.41, 0.55